Density functional theory data (the ωB97M-V functional and the def2-TZVPD basis) for C17H24N4O3 in the gas phase.

Values from the calculation:
Charge: 0
E_HOMO: -7.75 eV
SMILES: NCCCC[C@H](NC(=O)[C@@H](N)Cc1c[nH]c2ccccc12)C(=O)O
Energy above the lowest of the compared OMol25 structures with the same formula, charge and spin: 1069.4 kJ/mol

Structure (XYZ):
```
48
Properties=species:S:1:pos:R:3:forces:R:3:mulliken_charge:R:1
N 2.1824 2.7292 2.3151 -1.28 0.55 -1.16 -0.621
C 1.3984 2.8658 0.9059 1.92 3.20 1.09 -0.914
C 0.1444 1.9238 0.5867 5.61 -2.09 1.79 0.580
C -0.5420 2.5526 -0.5560 -1.77 3.40 -3.59 -0.934
C -1.1697 1.4477 -1.3690 -2.61 -0.01 -1.10 -0.650
C -2.2454 0.9874 -0.2893 -0.14 -0.76 1.61 0.957
N -2.3723 -0.5539 -0.0142 0.78 3.05 3.44 -0.524
C -1.8425 -1.2571 1.1202 0.95 -3.38 0.05 -0.013
O -1.8019 -1.0783 2.3174 -0.84 2.28 -0.82 -0.637
C -1.3157 -2.7815 0.7671 -2.09 4.22 -5.56 -0.267
N -2.5306 -3.4074 0.1545 0.39 -3.39 -0.16 -0.575
C -0.1354 -2.6169 -0.2767 -0.58 -3.29 -1.70 -0.845
C 0.9849 -1.7679 0.1267 0.25 2.99 4.27 0.578
C 1.2113 -1.3179 1.5274 -0.27 -1.00 -1.06 -1.085
N 2.4181 -0.5996 1.5422 1.16 2.36 -0.42 0.100
C 2.7226 -0.3286 0.1521 5.48 2.56 4.25 0.149
C 3.9789 0.4652 -0.1777 -3.13 -4.06 -2.54 -1.065
C 4.4014 0.1197 -1.5010 2.25 1.72 1.20 -0.285
C 3.6795 -0.7085 -2.4028 -0.06 -1.09 1.53 -0.804
C 2.4351 -1.3124 -1.9884 2.01 -0.20 -2.54 -0.250
C 2.0183 -1.1408 -0.6566 -1.79 -1.04 -1.44 0.689
C -3.5573 1.4546 -0.7780 -3.22 -0.31 -2.03 -0.167
O -3.6790 2.6141 -0.9961 -0.72 0.92 -0.06 -0.492
O -4.6299 0.5100 -1.1607 5.40 -0.41 3.38 -0.613
H 1.5766 3.2228 2.9745 -0.49 -0.76 0.13 0.260
H 2.9288 3.4433 2.3746 -0.05 -0.66 -1.02 0.244
H 0.8745 3.9097 1.0095 1.12 -1.52 -0.56 0.383
H 2.3672 3.0479 0.1216 -3.27 -1.11 1.63 0.218
H 0.7081 0.8627 0.1167 -2.09 2.76 1.93 -0.415
H -0.4049 1.7425 1.6638 1.20 0.31 -3.02 0.501
H -0.0114 3.1492 -1.4605 0.12 -0.91 2.89 0.309
H -1.4153 3.3194 -0.2335 2.02 -1.63 -0.73 0.312
H -1.6756 1.8726 -2.4676 1.43 -1.56 3.36 0.317
H -0.4731 0.5987 -1.4924 -0.16 0.57 -0.45 0.460
H -2.0039 1.7835 0.6220 -1.23 -3.42 -1.71 0.209
H -2.1189 -1.0093 -0.8269 0.67 -1.41 -1.92 0.453
H -0.9641 -3.2396 1.5856 1.08 -1.35 3.24 0.567
H -2.1471 -4.0504 -0.7576 -1.85 1.59 3.78 0.286
H -3.1600 -3.9699 1.0004 2.66 1.63 -3.66 0.296
H 0.4270 -3.5928 -0.2914 -1.03 0.00 -0.06 0.433
H -0.4840 -2.6213 -1.4254 0.49 0.86 2.45 0.451
H 0.5571 -1.4521 2.5022 1.67 0.08 -2.40 0.279
H 3.1257 -0.0978 2.3444 -3.65 -1.93 -2.84 0.422
H 4.4967 0.9319 0.6362 0.37 0.40 -0.15 0.469
H 5.4955 0.4364 -1.8894 -2.72 -0.46 1.09 0.192
H 4.4411 -1.0672 -3.1540 -2.05 0.24 -0.07 0.238
H 1.9383 -2.0219 -2.7299 0.56 0.97 1.34 0.330
H -4.0757 -0.2527 -0.6348 -2.51 1.06 -1.69 0.473
```
Positions in Å, forces in eV/Å.